Formula: C24H32O24
Source: the OMol25 dataset
Level of theory: the ωB97M-V functional and the def2-TZVPD basis

Structure (XYZ):
```
80
Properties=species:S:1:pos:R:3:mulliken_charge:R:1
C -0.552 0.737 0.351 -0.091
C 0.097 -0.649 0.574 0.142
O 1.291 -0.323 1.090 0.001
C 1.300 0.924 1.549 0.303
O 2.194 1.447 2.175 -0.701
O 0.161 1.590 1.165 -0.697
H -1.546 0.821 0.789 0.568
H -0.604 1.213 -0.629 0.771
H 0.221 -0.907 -0.478 -0.528
H -0.653 -1.251 1.087 0.807
C -2.610 -3.262 0.897 -0.683
C -1.414 -2.567 1.611 0.164
O -2.051 -1.370 1.974 -0.325
C -3.244 -1.225 1.342 0.683
O -3.980 -0.218 1.424 -0.587
O -3.594 -2.262 0.646 -0.406
H -3.063 -4.163 1.312 0.322
H -2.081 -3.681 0.041 0.235
H -0.510 -2.386 1.030 -0.213
H -1.091 -3.220 2.421 0.596
C -3.927 -1.179 -2.766 -0.773
C -3.475 -2.264 -1.822 -0.378
O -2.457 -1.658 -1.030 0.264
C -2.058 -0.559 -1.696 -0.026
O -0.997 0.093 -1.397 -0.439
O -2.867 -0.217 -2.665 -0.391
H -4.805 -0.632 -2.423 0.352
H -4.177 -1.532 -3.766 0.337
H -2.975 -3.065 -2.366 0.267
H -4.243 -2.645 -1.148 0.458
C 3.464 0.002 -2.803 -0.734
C 3.974 0.515 -1.496 -0.267
O 2.815 0.776 -0.759 -0.042
C 1.786 0.711 -1.542 -0.069
O 0.574 0.778 -1.257 -0.006
O 2.136 0.447 -2.776 -0.400
H 3.598 -1.076 -2.901 0.143
H 3.864 0.352 -3.755 0.518
H 4.571 1.391 -1.747 0.425
H 4.579 -0.310 -1.118 0.290
C 3.831 0.429 2.842 -0.112
C 3.756 0.130 1.391 -0.090
O 5.108 -0.143 1.073 -0.529
C 5.958 0.135 2.111 0.512
O 7.148 0.098 2.027 -0.643
O 5.286 0.583 3.058 -0.399
H 3.543 -0.512 3.310 0.279
H 3.134 1.202 3.167 0.334
H 3.488 1.057 0.885 0.254
H 3.146 -0.759 1.227 0.518
C 0.211 -2.913 -1.656 0.254
C 0.952 -1.795 -2.403 -0.061
O 2.098 -1.599 -1.617 -0.214
C 1.980 -2.100 -0.379 0.695
O 2.815 -1.941 0.546 -0.581
O 0.760 -2.743 -0.291 -0.433
H 0.452 -3.862 -2.136 0.462
H -0.875 -2.822 -1.630 -0.565
H 0.253 -0.959 -2.424 0.063
H 1.294 -2.275 -3.320 0.652
C 0.316 3.764 0.223 -0.320
C 1.122 3.022 -0.809 0.188
O 0.469 3.125 -2.057 -0.468
C -0.820 3.580 -1.838 0.739
O -1.561 3.870 -2.770 -0.630
O -0.901 3.957 -0.489 -0.392
H 0.668 4.777 0.416 0.438
H 0.283 3.134 1.112 0.229
H 1.285 1.993 -0.487 -0.476
H 2.105 3.490 -0.856 0.787
C -2.995 1.256 3.017 -0.511
C -4.312 2.028 2.692 -0.560
O -4.069 2.477 1.400 -0.453
C -3.109 1.814 0.858 0.219
O -2.942 1.604 -0.331 -0.477
O -2.372 1.219 1.825 0.036
H -3.091 0.241 3.402 0.220
H -2.444 2.027 3.556 0.510
H -4.455 2.867 3.374 0.385
H -5.165 1.366 2.842 0.249
```

Values from the calculation:
E_HOMO in eV: -7.64
Strongest force on any atom in Eh/bohr: 0.3494
2S+1: 1
E_LUMO in eV: -0.249